Computed, not measured: C39H85BrFIN10O10P as an isolated structure, with the ωB97M-V functional and the def2-TZVPD basis.

XYZ file:
```
148
Properties=species:S:1:pos:R:3:mulliken_charge:R:1
C 4.517 -0.258 4.273 -1.3075
C 4.621 0.257 2.827 -0.3408
C 3.402 -0.061 1.937 -0.1451
C 3.892 -0.305 0.497 -2.0951
C 2.240 0.994 1.941 4.6122
C 2.711 2.192 1.053 -1.5464
C 2.185 3.606 1.329 -1.0244
F 2.093 4.294 0.125 -0.3038
C 1.955 1.581 3.298 -0.1759
C 2.774 2.579 4.034 -2.1985
N 0.827 1.181 3.786 1.1105
N 0.374 1.716 5.003 -0.9922
C 0.239 0.018 3.041 0.2182
O 0.980 -1.092 3.531 -0.1952
P -1.681 -0.389 3.249 0.2096
C -1.672 -2.168 3.579 -1.0784
O -1.972 0.191 4.783 -0.6488
C 0.811 0.310 1.584 -1.9845
I 0.785 -1.690 0.715 0.3538
C -0.002 1.237 0.602 0.0883
Br 0.580 0.951 -1.269 0.0663
C -1.523 1.204 0.591 -0.5150
C -2.159 2.129 -0.450 -1.5055
H 4.920 0.448 5.003 0.2619
H 3.483 -0.490 4.555 0.2109
H 5.084 -1.185 4.387 0.3738
H 4.859 1.326 2.818 0.1751
H 5.474 -0.203 2.331 0.3360
H 2.962 -0.980 2.321 0.8467
H 3.128 -0.132 -0.266 0.2910
H 4.774 0.299 0.268 0.5536
H 4.202 -1.350 0.416 0.3610
H 2.469 1.949 0.020 -0.1979
H 3.803 2.226 1.102 0.9267
H 2.850 4.187 1.971 0.3605
H 1.184 3.630 1.776 0.4188
H 2.180 3.482 4.201 0.4437
H 3.017 2.178 5.020 0.4564
H 3.681 2.833 3.497 0.3749
H 0.245 0.956 5.661 0.2285
H -0.549 2.106 4.842 0.2554
H 0.901 -1.156 4.493 0.4470
H -0.838 -2.704 3.132 0.2427
H -1.712 -2.406 4.645 0.4913
H -2.604 -2.443 3.071 0.3670
H -1.836 -0.468 5.478 0.3298
H 0.289 2.270 0.750 0.2010
H -1.860 1.520 1.582 0.1653
H -1.877 0.176 0.469 0.4020
H -2.296 1.638 -1.412 0.3854
H -1.559 3.032 -0.609 0.3406
H -3.148 2.445 -0.117 0.3249
C 8.203 -1.646 2.585 0.0586
O 7.533 -0.828 1.977 -0.6464
N 8.520 -2.854 2.089 0.1969
C 9.325 -3.807 2.820 -0.9369
C 8.033 -3.190 0.757 -0.9006
H 8.612 -1.460 3.592 0.3184
H 10.240 -4.046 2.276 0.3372
H 8.775 -4.734 2.993 0.3415
H 9.599 -3.382 3.784 0.2842
H 8.399 -2.478 0.018 0.2836
H 6.944 -3.160 0.719 0.2662
H 8.379 -4.190 0.504 0.3780
C 0.280 -5.401 4.985 0.0856
O 0.587 -4.478 4.248 -0.5793
N -0.512 -6.423 4.622 0.1345
C -0.844 -7.504 5.527 -0.9162
C -1.046 -6.436 3.269 -0.8181
H 0.634 -5.472 6.026 0.3087
H -0.500 -8.462 5.135 0.3429
H -1.922 -7.562 5.689 0.3476
H -0.359 -7.330 6.486 0.2816
H -0.240 -6.446 2.536 0.2930
H -1.657 -5.551 3.086 0.1810
H -1.658 -7.326 3.145 0.3716
C 2.323 2.636 -4.755 0.0769
O 2.251 2.436 -5.952 -0.6422
N 3.177 3.497 -4.170 0.2212
C 3.200 3.673 -2.732 -0.6357
C 4.081 4.261 -5.013 -1.0213
H 1.675 2.116 -4.029 0.3272
H 2.955 4.697 -2.449 0.4671
H 4.181 3.422 -2.321 0.3834
H 2.456 3.002 -2.306 -0.2039
H 3.524 4.876 -5.720 0.2985
H 4.729 3.599 -5.588 0.2978
H 4.690 4.902 -4.380 0.3943
C -2.185 0.194 -8.755 0.1255
O -3.373 0.275 -8.998 -0.5897
N -1.415 1.227 -8.362 0.1302
C -0.005 1.082 -8.066 -0.8848
C -2.037 2.532 -8.225 -0.9359
H -1.625 -0.754 -8.836 0.2483
H 0.219 1.363 -7.037 0.3690
H 0.604 1.709 -8.721 0.2949
H 0.286 0.043 -8.217 0.2753
H -2.846 2.502 -7.494 0.2927
H -2.462 2.861 -9.173 0.2988
H -1.282 3.243 -7.900 0.3546
C -5.122 -1.364 1.459 -0.0254
O -4.729 -2.107 2.346 -0.7270
N -5.263 -1.714 0.174 0.3192
C -5.688 -0.760 -0.835 -1.1738
C -4.939 -3.075 -0.219 -1.0768
H -5.369 -0.305 1.647 0.4933
H -6.603 -1.095 -1.329 0.4574
H -4.916 -0.624 -1.591 0.4589
H -5.872 0.205 -0.369 0.2047
H -5.569 -3.791 0.308 0.3158
H -3.899 -3.307 0.016 0.2878
H -5.095 -3.174 -1.290 0.4277
C 5.507 -1.260 -2.334 0.2595
O 5.984 -1.984 -1.480 -0.6516
N 5.266 -1.636 -3.604 0.1857
C 4.695 -0.730 -4.579 -0.8090
C 5.600 -2.994 -3.997 -1.0014
H 5.219 -0.213 -2.135 0.2257
H 3.743 -1.104 -4.960 0.3718
H 5.369 -0.580 -5.424 0.3715
H 4.522 0.236 -4.106 0.0996
H 5.048 -3.718 -3.397 0.2834
H 6.664 -3.187 -3.856 0.2996
H 5.346 -3.127 -5.046 0.4065
C -6.009 2.436 -2.476 -0.0551
O -4.907 1.986 -2.195 -0.5368
N -6.502 3.597 -2.023 0.1848
C -7.815 4.085 -2.410 -0.9267
C -5.691 4.386 -1.116 -0.9532
H -6.702 1.909 -3.153 0.3669
H -7.733 5.045 -2.922 0.3586
H -8.464 4.188 -1.542 0.3554
H -8.274 3.368 -3.088 0.2917
H -4.743 4.661 -1.581 0.3206
H -5.467 3.824 -0.207 0.2269
H -6.240 5.287 -0.853 0.4037
C -9.079 2.296 1.291 0.0811
O -9.351 2.852 0.243 -0.5897
N -8.930 0.964 1.422 0.1724
C -8.574 0.348 2.682 -0.7934
C -9.137 0.129 0.250 -0.8440
H -8.927 2.846 2.234 0.2938
H -7.634 -0.201 2.605 0.2218
H -9.348 -0.346 3.015 0.3434
H -8.460 1.123 3.439 0.2864
H -8.477 0.440 -0.560 0.0909
H -10.165 0.197 -0.107 0.3810
H -8.922 -0.903 0.519 0.3846
```

* HOMO energy: -10.04 eV
* net charge: +1
* Kohn-Sham gap: 7.17 eV

Computed, not measured: a 5-piece molecular cluster, C39H90BN4O15S overall at a distorted geometry, with the ωB97M-V functional and the def2-TZVPD basis.

XYZ file:
```
150
Properties=species:S:1:pos:R:3:mulliken_charge:R:1
C 5.121 -3.296 -3.042 -0.7704
O 3.987 -2.618 -2.497 -0.4245
C 4.320 -1.295 -2.081 -0.2884
C 4.425 -0.286 -3.286 -0.7165
C 3.328 -0.538 -4.380 0.0475
C 3.084 0.763 -5.252 -0.6435
C 1.581 0.729 -5.726 -0.7227
C 0.601 1.514 -4.777 0.2258
N -0.703 0.818 -4.981 -0.3086
C -0.734 -0.121 -3.878 -0.9213
N -1.167 -1.334 -3.973 0.7844
C -1.113 -2.242 -2.798 -1.0630
C -2.398 -3.096 -2.552 0.8040
C -3.720 -2.268 -2.390 -1.4824
C -2.226 -3.935 -1.221 -1.5052
B -1.694 -1.796 -5.320 0.3418
N -3.096 -2.112 -5.647 -0.4801
O -0.716 -1.973 -6.328 -0.6249
N -0.157 0.564 -2.785 0.7141
C -1.020 0.947 -1.650 0.1551
C -2.153 1.981 -1.991 -0.2839
O -2.150 3.134 -1.137 -0.5502
C 0.921 1.462 -3.207 0.2309
S 0.959 3.177 -2.522 -0.0174
H 6.086 -2.769 -2.880 0.3553
H 4.959 -3.452 -4.137 0.2575
H 5.197 -4.307 -2.580 0.2632
H 3.557 -0.989 -1.332 -0.0902
H 5.309 -1.291 -1.556 0.4664
H 5.436 -0.414 -3.735 0.4714
H 4.354 0.737 -2.839 0.2373
H 2.371 -0.746 -3.832 -0.3073
H 3.537 -1.431 -5.006 0.4760
H 3.237 1.693 -4.656 0.2414
H 3.772 0.739 -6.122 0.5387
H 1.220 -0.316 -5.887 0.1335
H 1.517 1.221 -6.727 0.4290
H 0.453 2.515 -5.227 0.5947
H -1.539 1.395 -4.892 0.3614
H -0.285 -2.967 -3.010 0.3967
H -0.812 -1.720 -1.865 0.1799
H -2.485 -3.868 -3.359 0.3223
H -4.569 -2.991 -2.480 0.3891
H -3.846 -1.493 -3.172 0.3261
H -3.808 -1.853 -1.357 0.3729
H -3.038 -4.696 -1.146 0.4056
H -2.271 -3.261 -0.338 0.3791
H -1.261 -4.493 -1.288 0.3483
H -3.722 -1.323 -5.515 0.2707
H -3.444 -2.940 -5.173 0.2707
H -0.945 -2.834 -6.711 0.3176
H -1.518 0.043 -1.227 0.1862
H -0.352 1.328 -0.841 -0.4967
H -3.157 1.509 -1.843 0.2844
H -2.130 2.370 -3.032 0.1033
H -1.458 3.042 -0.475 0.3762
H 1.902 1.031 -2.921 -0.6805
H 2.244 3.626 -2.776 0.2299
C 3.905 1.393 1.082 -0.7376
O 3.046 2.046 1.990 -0.2834
C 1.794 2.411 1.430 0.7555
C 0.642 2.112 2.380 -0.5985
O 0.370 0.731 2.599 -0.3189
C 1.347 -0.031 3.304 -0.3202
C 1.535 0.341 4.767 -0.5223
O 2.158 1.607 4.913 -0.3125
C 1.544 2.438 5.883 -0.7204
H 4.443 2.123 0.466 0.2820
H 4.636 0.824 1.660 0.3689
H 3.369 0.686 0.440 0.2191
H 1.617 1.903 0.476 -0.4288
H 1.826 3.492 1.244 0.0500
H -0.268 2.515 1.923 0.4211
H 0.757 2.638 3.326 0.2400
H 2.294 -0.041 2.766 0.0427
H 0.979 -1.061 3.278 0.4509
H 2.195 -0.399 5.235 0.4393
H 0.569 0.312 5.280 0.2020
H 0.452 2.396 5.815 0.2896
H 1.855 3.465 5.693 0.2602
H 1.866 2.146 6.887 0.3048
C 5.433 8.506 -2.583 -0.8135
O 4.105 8.667 -2.131 -0.2852
C 3.136 8.057 -2.970 -0.6144
C 2.071 7.329 -2.161 -0.2866
O 2.513 6.158 -1.475 -0.2379
C 3.433 6.324 -0.397 -0.3475
C 2.885 7.038 0.831 -0.6154
O 2.657 8.416 0.581 -0.3088
C 1.415 8.888 1.066 -0.7900
H 5.677 9.260 -3.338 0.3041
H 6.098 8.644 -1.728 0.2440
H 5.615 7.503 -2.983 0.3681
H 3.598 7.359 -3.675 0.3334
H 2.652 8.858 -3.544 0.4196
H 1.312 6.978 -2.867 0.3969
H 1.556 8.004 -1.479 0.0635
H 4.360 6.778 -0.744 0.1429
H 3.696 5.307 -0.087 0.3651
H 3.629 6.975 1.634 0.4185
H 1.972 6.538 1.169 0.3353
H 0.606 8.179 0.859 0.3578
H 1.185 9.821 0.552 0.2451
H 1.477 9.077 2.142 0.3084
C -3.447 3.735 8.734 -0.8600
O -3.411 2.471 8.108 -0.2244
C -4.410 1.573 8.574 -0.5416
C -5.059 0.808 7.429 -0.2219
O -5.877 1.584 6.557 -0.4655
C -5.247 2.560 5.735 -0.3504
C -4.335 2.012 4.646 -0.5777
O -3.149 1.446 5.184 -0.2426
C -2.804 0.196 4.622 -0.8151
H -2.913 3.708 9.690 0.2998
H -2.944 4.450 8.078 0.2367
H -4.469 4.092 8.888 0.3978
H -5.182 2.095 9.146 0.3585
H -3.915 0.853 9.239 0.3643
H -5.734 0.072 7.874 0.4215
H -4.325 0.236 6.863 0.0209
H -4.741 3.311 6.340 0.1044
H -6.067 3.082 5.233 0.4210
H -4.029 2.840 3.995 0.3756
H -4.884 1.284 4.040 0.3773
H -3.682 -0.448 4.502 0.4666
H -2.112 -0.302 5.302 0.1960
H -2.313 0.344 3.654 0.2456
C 0.806 -8.130 0.597 -0.7730
O -0.489 -8.667 0.758 -0.2841
C -1.518 -7.689 0.766 -0.3516
C -2.717 -8.131 -0.062 -0.3886
O -2.503 -8.192 -1.469 -0.4382
C -1.612 -9.186 -1.971 -0.2719
C -2.080 -10.626 -1.820 -0.5475
O -2.065 -11.045 -0.464 -0.2925
C -3.230 -11.746 -0.069 -0.8296
H 1.203 -7.785 1.557 0.3111
H 1.455 -8.925 0.221 0.2479
H 0.828 -7.313 -0.132 0.3220
H -1.158 -6.724 0.394 0.1772
H -1.835 -7.560 1.808 0.4003
H -3.500 -7.379 0.077 0.4908
H -3.134 -9.067 0.307 0.0709
H -0.609 -9.046 -1.569 0.1038
H -1.535 -8.984 -3.044 0.3986
H -1.389 -11.278 -2.367 0.3873
H -3.076 -10.736 -2.260 0.3454
H -4.136 -11.271 -0.459 0.3891
H -3.281 -11.726 1.020 0.2379
H -3.179 -12.785 -0.408 0.3104
```

* HOMO energy: -10.37 eV
* net charge: +1
* Kohn-Sham gap: 7.29 eV

Computed, not measured: a 13-piece molecular cluster, C39H91N13O13 overall at a distorted geometry, with the ωB97M-V functional and the def2-TZVPD basis.

XYZ file:
```
156
Properties=species:S:1:pos:R:3:mulliken_charge:R:1
C -20.110 20.289 7.597 -0.9745
C -19.971 21.734 8.003 0.7059
O -20.714 22.690 7.665 -0.6611
N -18.893 21.887 8.815 -0.1694
C -18.461 23.066 9.510 -0.7970
H -19.562 19.619 8.259 0.3171
H -19.676 20.229 6.598 0.2457
H -21.186 20.166 7.475 0.3100
H -18.387 21.013 8.783 0.1383
H -19.283 23.705 9.832 0.2963
H -17.919 23.636 8.756 0.2778
H -17.886 22.873 10.416 0.3110
C -20.550 7.236 16.264 -0.8532
C -19.116 7.723 16.562 0.4843
O -18.711 7.762 17.713 -0.6613
N -18.288 8.068 15.565 -0.1119
C -18.508 8.104 14.168 -0.9190
H -21.078 7.929 16.919 0.2729
H -20.763 6.330 16.831 0.2844
H -20.911 7.342 15.241 0.2999
H -17.333 8.211 15.862 0.2475
H -18.660 7.117 13.730 0.3580
H -17.781 8.550 13.490 0.3107
H -19.491 8.530 13.971 0.2875
C -11.206 11.104 1.187 -1.0227
C -11.487 12.271 0.209 0.6594
O -11.507 13.409 0.684 -0.6434
N -11.684 11.942 -1.068 -0.2009
C -12.254 12.793 -2.163 -0.8436
H -12.014 10.374 1.141 0.3208
H -11.213 11.481 2.209 0.2804
H -10.255 10.622 0.960 0.2874
H -11.875 10.976 -1.295 0.2593
H -12.751 12.268 -2.978 0.3188
H -11.401 13.326 -2.584 0.2807
H -12.724 13.616 -1.625 0.3034
C -18.476 13.706 0.265 -0.8477
C -19.182 12.869 -0.768 0.6037
O -20.042 12.148 -0.353 -0.6076
N -18.849 12.985 -2.033 -0.2053
C -19.545 12.129 -2.985 -0.8569
H -17.698 13.118 0.754 0.2474
H -19.229 14.281 0.804 0.2662
H -17.995 14.394 -0.430 0.2627
H -18.328 13.796 -2.334 0.2542
H -19.083 11.142 -3.015 0.2629
H -19.322 12.570 -3.957 0.3377
H -20.616 11.980 -2.845 0.2832
C -3.007 15.995 4.100 -0.8832
C -3.784 17.329 4.208 0.6757
O -3.845 18.063 3.238 -0.6599
N -4.614 17.362 5.184 -0.2073
C -5.528 18.429 5.551 -0.8542
H -3.153 15.665 3.072 0.2471
H -3.353 15.268 4.836 0.2939
H -1.946 16.185 4.263 0.2572
H -4.599 16.633 5.883 0.2316
H -5.082 19.105 6.281 0.2678
H -6.392 17.970 6.030 0.3189
H -5.867 18.874 4.616 0.3121
C -7.717 6.098 14.100 -0.9537
C -8.488 7.081 13.212 0.7237
O -9.490 7.755 13.597 -0.6820
N -8.009 7.317 12.042 -0.2173
C -8.668 8.081 10.967 -0.8271
H -7.260 6.448 15.026 0.2900
H -6.848 5.725 13.558 0.2943
H -8.434 5.293 14.261 0.2445
H -7.463 6.528 11.725 0.2323
H -8.067 8.986 10.881 0.2685
H -9.659 8.351 11.332 0.3255
H -8.703 7.672 9.958 0.3014
C -15.702 4.416 5.962 -0.9499
C -14.757 5.197 6.904 0.5516
O -15.104 6.340 7.124 -0.6376
N -13.696 4.713 7.522 -0.1919
C -13.140 3.359 7.351 -0.8748
H -16.278 5.055 5.293 0.2899
H -16.401 3.857 6.585 0.2566
H -15.214 3.664 5.342 0.3320
H -13.100 5.413 7.940 0.2734
H -12.507 3.487 8.229 0.3716
H -12.570 3.271 6.425 0.2773
H -13.790 2.546 7.672 0.3018
C -14.002 17.523 -7.340 -0.9579
C -14.705 17.990 -6.106 0.7179
O -15.752 17.493 -5.803 -0.6136
N -14.290 19.163 -5.507 -0.2057
C -15.060 19.956 -4.532 -0.8314
H -14.592 17.912 -8.169 0.2211
H -13.955 16.446 -7.506 0.3082
H -13.014 17.977 -7.265 0.2988
H -13.421 19.525 -5.873 0.1719
H -15.945 19.409 -4.208 0.3218
H -15.188 20.991 -4.848 0.2692
H -14.438 19.959 -3.636 0.2995
C -7.700 19.041 -2.177 -0.9270
C -7.261 20.369 -2.849 0.6350
O -7.761 20.843 -3.862 -0.6216
N -6.085 20.789 -2.355 -0.1865
C -5.461 22.030 -2.885 -0.8745
H -7.581 18.157 -2.804 0.2553
H -8.650 19.223 -1.675 0.2873
H -7.087 18.834 -1.300 0.2747
H -5.644 20.443 -1.515 0.2609
H -4.845 22.567 -2.163 0.3531
H -6.228 22.753 -3.162 0.2832
H -4.831 21.876 -3.761 0.2604
C -8.037 22.939 13.613 -1.0928
C -8.063 23.505 12.220 0.7939
O -7.019 23.716 11.581 -0.6658
N -9.235 23.896 11.798 -0.2212
C -9.390 24.715 10.568 -0.8390
H -8.544 21.974 13.643 0.2972
H -8.648 23.656 14.161 0.3114
H -7.044 22.890 14.059 0.2837
H -10.021 23.725 12.409 0.2132
H -9.563 25.759 10.832 0.3097
H -10.351 24.554 10.080 0.3186
H -8.624 24.641 9.796 0.2910
C -13.179 15.012 6.772 -1.0377
C -13.308 16.512 6.657 0.6959
O -13.523 17.109 7.663 -0.5955
N -13.163 17.041 5.432 -0.2071
C -13.259 18.462 4.994 -0.8510
H -13.783 14.695 5.922 0.3241
H -13.659 14.484 7.596 0.3043
H -12.129 14.739 6.667 0.2449
H -12.824 16.445 4.690 0.2324
H -12.996 19.138 5.807 0.2960
H -14.243 18.656 4.566 0.2698
H -12.552 18.729 4.209 0.3242
C -16.247 13.907 14.934 -0.9635
C -17.740 14.196 14.951 0.6943
O -18.373 14.767 14.011 -0.6609
N -18.359 13.844 16.081 -0.1898
C -19.816 13.601 16.322 -0.8329
H -15.818 13.276 14.155 0.2727
H -15.786 13.657 15.890 0.2938
H -15.782 14.818 14.559 0.2810
H -17.651 13.647 16.774 0.2036
H -20.408 13.324 15.450 0.3026
H -20.349 14.428 16.790 0.2807
H -19.873 12.770 17.024 0.3186
C -9.553 26.618 1.786 -0.9450
C -9.030 28.023 1.653 0.7154
O -8.092 28.368 2.433 -0.6780
N -9.445 28.867 0.751 -0.2103
C -8.832 30.139 0.405 -0.8898
H -8.675 26.042 1.491 0.2612
H -10.339 26.364 1.075 0.2992
H -9.842 26.322 2.794 0.2718
H -10.012 28.495 0.003 0.2349
H -8.018 30.565 0.993 0.3303
H -9.596 30.915 0.367 0.2988
H -8.452 30.096 -0.616 0.3115
```

* HOMO energy: -9.27 eV
* net charge: 0
* Kohn-Sham gap: 9.50 eV
* energy relative to the best compared isomer or geometry (same formula, charge and spin): 8.901 eV